1.
17
Properties=species:S:1:pos:R:3:lowdin_charge:R:1 method="wB97M-V/def2-TZVPD" charge=0 lumo_energy_ha=0.0309 gap_ev=10.597 e_above_lowest_kj_mol=321.2 spin_multiplicity=1
C 0.3867 0.1812 -1.6611 -0.145
N 1.5600 0.3741 -1.2858 0.079
O 1.8396 0.1075 0.0514 -0.096
C 0.8099 -0.4853 0.8516 -0.269
C -0.0970 -1.3928 0.0395 -0.080
C -0.7082 -0.3110 -0.8321 -0.237
C -1.0763 0.7416 0.2096 -0.219
N -0.2356 1.8377 0.6259 0.112
C -0.1327 0.5970 1.3610 -0.190
H 0.2312 0.5190 -2.6752 0.125
H 1.3918 -0.9528 1.6665 0.160
H -0.7913 -1.8820 0.7133 0.128
H 0.4686 -2.1685 -0.5016 0.134
H -1.6153 -0.5900 -1.3897 0.151
H -2.1479 0.9356 0.3494 0.142
H 0.5551 1.9013 0.0606 0.058
H -0.4388 0.5874 2.4165 0.145


2.
17
Properties=species:S:1:pos:R:3:lowdin_charge:R:1 method="wB97M-V/def2-TZVPD" charge=0 lumo_energy_ha=-0.0318 gap_ev=8.998 e_above_lowest_kj_mol=239.5 spin_multiplicity=1
C -1.2018 1.7163 0.0029 -0.026
C 0.2119 1.2567 -0.1006 -0.348
N 0.7304 0.7048 -1.2550 0.096
C 0.4092 -0.2109 -0.1448 -0.395
C 1.6003 -0.7993 0.5757 -0.028
C -0.8188 -1.1364 -0.4290 -0.280
O -1.4340 -1.2352 -1.5009 0.106
C -0.8350 -2.1355 0.6478 -0.135
N -0.8828 -2.9473 1.4456 0.202
H -1.8625 0.9880 -0.5123 0.083
H -1.3456 2.7192 -0.3562 0.075
H -1.4055 1.5985 1.0844 0.099
H 0.9883 1.7423 0.4186 0.127
H 0.1378 0.5377 -2.1010 0.135
H 2.2361 -1.3916 -0.1374 0.101
H 2.3025 0.0154 0.9202 0.100
H 1.1694 -1.4227 1.4418 0.089


3.
17
Properties=species:S:1:pos:R:3:lowdin_charge:R:1 method="wB97M-V/def2-TZVPD" charge=0 lumo_energy_ha="0.0151 / -0.0977" gap_ev="6.641 / 6.081" e_above_lowest_kj_mol=254.6 spin_multiplicity=3
C -0.3598 -0.7167 0.1202 -0.286
C -2.6873 0.5510 0.0380 -0.144
C 0.7077 0.2908 0.0023 -0.320
C -1.6674 -0.0608 0.2118 0.028
C 0.3607 1.8353 -0.1484 -0.005
C 1.0393 -2.5874 0.2170 -0.115
N 1.9046 -0.0704 -0.1854 0.109
N -0.2962 -2.0330 0.0907 0.099
O -3.4811 1.5818 -0.1106 0.075
H -0.2288 2.0277 -1.0030 0.064
H -0.2465 2.0670 0.6360 0.031
H 1.2011 2.5101 -0.2054 0.076
H 1.1671 -3.6289 -0.1223 0.073
H 1.7670 -1.9963 -0.3545 0.074
H 1.2330 -2.7331 1.3250 0.103
H 2.5468 0.5892 -0.4489 0.030
H -2.9602 2.3737 -0.0626 0.108


4.
18
Properties=species:S:1:pos:R:3:lowdin_charge:R:1 method="wB97M-V/def2-TZVPD" charge=0 lumo_energy_ha="0.0077 / 0.0029" gap_ev="9.154 / 8.473" e_above_lowest_kj_mol=688.1 spin_multiplicity=1
C -0.9702 -1.3755 1.9083 0.050
C 3.4930 -0.8693 -0.9726 -0.003
C -2.0399 -1.0617 -0.9839 -0.233
C -1.9913 1.2286 0.0320 -0.183
C -0.6756 0.8778 0.7309 -0.246
C -2.3900 0.1853 -0.9842 -0.102
N -0.8035 -0.3447 1.3974 -0.081
N 2.3789 -0.0008 0.8023 0.026
O -1.7349 -2.1817 -1.0734 0.164
O 3.1900 -0.8856 0.2620 -0.169
H 4.1649 -1.6358 -1.3098 0.077
H 3.0998 -0.1297 -1.6546 0.084
H 2.3021 -0.2540 1.7908 0.047
H -2.7812 1.3277 0.7870 0.115
H -1.8838 2.1921 -0.4709 0.112
H 0.1491 0.7874 0.0177 0.103
H -0.4149 1.6471 1.4649 0.127
H -3.0925 0.4928 -1.7439 0.112


5.
18
Properties=species:S:1:pos:R:3:lowdin_charge:R:1 method="wB97M-V/def2-TZVPD" charge=0 lumo_energy_ha=0.0224 gap_ev=10.690 e_above_lowest_kj_mol=436.2 spin_multiplicity=1
C 4.9513 0.1382 0.0924 0.134
C 4.4015 -0.1014 1.1447 -0.098
C 4.0864 -0.4863 2.5054 -0.265
N 4.2792 -1.8981 2.8476 0.086
C 2.9447 -1.3551 2.9095 -0.236
C 1.8837 -1.9355 1.9884 -0.338
O 0.8025 -1.0592 1.9102 -0.019
C 2.3988 -2.3759 0.6556 -0.150
N 2.7130 -2.7498 -0.4130 0.161
H 5.3867 0.5282 -0.8104 0.043
H 4.3947 0.2478 3.2554 0.146
H 4.6931 -2.0020 3.7702 0.109
H 2.5410 -1.1506 3.9052 0.153
H 1.5219 -2.8642 2.4600 0.160
H 0.9347 -0.3048 1.3046 0.070
O 1.6087 0.1572 -0.3616 -0.118
H 1.8217 -0.4402 -1.2217 0.144
H 2.3125 0.7207 -0.0182 0.020


6.
18
Properties=species:S:1:pos:R:3:lowdin_charge:R:1 method="wB97M-V/def2-TZVPD" charge=0 lumo_energy_ha="-0.0158 / -0.0168" gap_ev="6.768 / 7.242" e_above_lowest_kj_mol=566.5 spin_multiplicity=1
C 3.2054 -0.8481 -0.0886 0.133
C 2.1423 -0.2815 -0.0407 -0.102
C -0.1786 -0.8915 -0.1961 -0.120
C 0.8043 0.2550 0.0220 -0.340
C -2.2510 -1.9709 0.0410 -0.026
C 1.2724 2.5737 0.0553 -0.153
N -1.4697 -0.7205 -0.0032 -0.402
N 0.3516 1.4660 -0.0088 -0.071
O -3.6960 0.5982 0.2663 -0.590
S -2.2481 0.7873 0.0189 0.972
H 4.1801 -1.2794 0.1068 0.043
H 0.3346 -1.8842 -0.2138 0.133
H -2.1234 -2.3433 1.0537 0.109
H -3.2788 -1.7929 -0.1882 0.076
H -1.6963 -2.5012 -0.6196 0.049
H 1.9756 2.5991 -0.9997 0.141
H 0.7223 3.5819 -0.1078 0.084
H 1.9536 2.6523 0.9024 0.063